Here is an isolated ion of composition C10H15N2 and charge +1 in a non-equilibrium geometry from the Open Molecules 2025 dataset. Energies are from ωB97M-V/def2-TZVPD.

ΔE to the lowest compared entry with this formula, charge and spin	35.2	kcal/mol
maximum force	0.08225	hartree/bohr
SMILES	C[N+](C)=C(N)Cc1ccccc1
DFT total energy	-499.29636	a.u.
gap between HOMO and LUMO	9.59	eV

Geometry as ORCA input:
```
! wB97M-V def2-TZVPD RIJCOSX def2/J DEFGRID3
* xyz 1 1
C -2.599 0.710 -0.470
N -1.589 -0.278 -0.168
C -1.495 -1.462 -0.986
C -0.868 -0.004 0.880
N -1.081 1.073 1.617
C 0.245 -0.846 1.405
C 1.421 -0.295 0.617
C 2.053 -1.064 -0.358
C 3.134 -0.687 -1.114
C 3.580 0.588 -0.886
C 2.914 1.512 -0.023
C 1.883 1.080 0.807
H -2.087 1.765 -0.632
H -3.287 0.666 0.320
H -3.205 0.401 -1.320
H -2.418 -2.048 -0.925
H -0.617 -2.115 -0.933
H -1.435 -1.011 -2.043
H -0.516 1.251 2.431
H -1.965 1.572 1.682
H 0.378 -0.643 2.464
H 0.062 -1.812 1.227
H 1.608 -2.039 -0.524
H 3.515 -1.391 -1.865
H 4.446 1.041 -1.515
H 3.176 2.546 -0.017
H 1.222 1.701 1.398
*
```

Results of the Löwdin charge analysis, in e, for atoms 1 through 6:
1 C -0.012
2 N -0.124
3 C 0.005
4 C -0.310
5 N 0.200
6 C -0.028